Record 1
{
  "formula": "C34H30N5NiOP",
  "method": "ωB97M-V/def2-TZVPD",
  "species": ["Ni", "C", "N", "C", "C", "N", "C", "C", "C", "C", "C", "C", "N", "C", "N", "C", "C", "C", "C", "C", "C", "N", "H", "H", "H", "H", "H", "H", "H", "H", "H", "H", "H", "H", "H", "H", "H", "O", "P", "C", "C", "C", "C", "C", "C", "C", "C", "C", "C", "C", "C", "C", "C", "C", "C", "C", "C", "H", "H", "H", "H", "H", "H", "H", "H", "H", "H", "H", "H", "H", "H", "H"],
  "coordinates": [[1.653, 0.562, -0.071], [3.625, 2.413, -1.092], [3.580, 0.944, -0.847], [3.732, 0.048, -2.004], [2.430, -0.042, -2.699], [1.327, 0.137, -1.979], [0.267, 0.040, -2.903], [-1.110, 0.201, -2.721], [-1.922, 0.113, -3.824], [-1.369, -0.187, -5.102], [0.003, -0.354, -5.277], [0.780, -0.172, -4.173], [2.141, -0.180, -4.028], [2.600, 3.099, -0.295], [1.571, 2.435, 0.181], [0.794, 3.414, 0.782], [-0.510, 3.349, 1.374], [-1.057, 4.488, 1.739], [-0.491, 5.756, 1.551], [0.765, 5.869, 1.004], [1.359, 4.645, 0.662], [2.556, 4.392, -0.061], [4.632, 2.762, -0.872], [3.438, 2.631, -2.153], [4.281, 0.752, -0.141], [4.470, 0.323, -2.744], [4.040, -0.889, -1.586], [-1.490, 0.452, -1.739], [-2.991, 0.297, -3.816], [-1.985, -0.292, -5.984], [0.362, -0.603, -6.215], [2.822, -0.163, -4.769], [-1.075, 2.328, 1.569], [-1.929, 4.478, 2.295], [-1.040, 6.632, 1.823], [1.282, 6.822, 0.931], [3.191, 5.055, -0.414], [0.801, -0.564, 1.087], [-0.449, -1.413, 1.310], [-1.872, -0.346, 1.619], [-2.727, 0.217, 0.625], [-3.689, 1.188, 0.876], [-3.878, 1.605, 2.176], [-2.968, 1.102, 3.174], [-2.004, 0.111, 2.894], [-0.749, -2.385, -0.129], [0.325, -3.061, -0.699], [0.109, -4.097, -1.657], [-1.246, -4.450, -1.987], [-2.302, -3.881, -1.304], [-2.024, -2.860, -0.419], [-0.122, -2.514, 2.689], [1.203, -2.503, 3.110], [1.537, -3.370, 4.164], [0.623, -4.187, 4.735], [-0.701, -4.176, 4.313], [-1.036, -3.397, 3.194], [-2.623, -0.249, -0.357], [-4.303, 1.649, 0.112], [-4.638, 2.327, 2.434], [-3.050, 1.398, 4.183], [-1.394, -0.257, 3.647], [1.295, -2.797, -0.370], [0.929, -4.670, -2.097], [-1.447, -5.161, -2.712], [-3.277, -4.132, -1.482], [-2.880, -2.448, 0.111], [1.859, -1.663, 2.824], [2.559, -3.321, 4.538], [0.941, -4.905, 5.531], [-1.486, -4.891, 4.645], [-2.050, -3.451, 2.823]],
  "mulliken_charge": [0.2393, -0.5813, -0.1453, -1.1700, 0.3159, 0.5792, -0.0610, -0.0988, -0.7864, -0.4919, -1.2564, 0.7138, -0.0713, 0.1922, 0.4188, 0.2133, 0.4709, -0.8302, -0.5084, -1.1486, 0.4986, -0.0708, 0.5635, 0.2651, 0.3389, 0.4273, 0.4031, 0.5484, 0.4745, 0.4236, 0.5614, 0.2640, 0.0339, 0.5435, 0.4464, 0.3957, 0.1698, -0.7735, 1.5611, 0.7114, -0.3250, -0.8012, -0.7106, -0.8686, -1.2301, 1.1769, -0.5224, -0.9445, -0.6222, -0.9294, -0.4767, 0.3115, -0.5443, -0.5864, -0.4175, -0.7041, -0.3028, 0.3021, 0.4899, 0.4567, 0.5119, 0.6517, 0.5896, 0.4467, 0.5547, 0.5920, 0.3580, 0.2015, 0.4168, 0.3620, 0.3676, 0.4164],
  "charge": 2,
  "relative_energy_kj_mol": 0.00,
  "e_homo_ev": [-14.0, -14.0],
  "spin_multiplicity": 3,
  "e_tot_ev": -95564.2758,
  "orbital_gap_ev": [9.153, 8.432]
}

=====

Record 2
{
  "formula": "C34H31AsBrNS3V",
  "method": "ωB97M-V/def2-TZVPD",
  "species": ["V", "S", "C", "C", "C", "C", "C", "C", "As", "C", "C", "C", "C", "C", "C", "C", "C", "C", "C", "C", "C", "H", "H", "H", "H", "H", "H", "H", "H", "H", "H", "H", "H", "H", "H", "S", "C", "C", "C", "C", "C", "C", "S", "H", "H", "H", "H", "C", "C", "C", "C", "N", "H", "H", "H", "H", "H", "H", "H", "H", "H", "Br", "C", "C", "C", "C", "C", "C", "H", "H", "H", "H"],
  "coordinates": [[0.174, -0.160, 0.541], [2.287, -0.123, -1.129], [3.333, 1.167, -0.534], [4.728, 1.117, -0.683], [5.531, 2.140, -0.203], [4.977, 3.242, 0.445], [3.600, 3.315, 0.593], [2.798, 2.294, 0.103], [0.887, 2.152, 0.112], [0.456, 3.135, -1.529], [-0.689, 3.921, -1.606], [-0.981, 4.620, -2.770], [-0.135, 4.530, -3.869], [1.002, 3.739, -3.796], [1.299, 3.044, -2.629], [0.207, 3.438, 1.415], [0.525, 4.793, 1.353], [0.003, 5.683, 2.283], [-0.863, 5.227, 3.270], [-1.212, 3.884, 3.314], [-0.683, 2.992, 2.388], [5.169, 0.255, -1.170], [6.606, 2.073, -0.325], [5.610, 4.029, 0.836], [3.163, 4.156, 1.113], [-1.365, 3.981, -0.763], [-1.878, 5.225, -2.822], [-0.365, 5.071, -4.779], [1.663, 3.653, -4.649], [2.181, 2.420, -2.586], [1.157, 5.167, 0.557], [0.262, 6.734, 2.226], [-1.277, 5.922, 3.991], [-1.903, 3.523, 4.065], [-0.973, 1.948, 2.431], [-1.607, 0.660, -0.890], [-3.087, -0.072, -0.306], [-4.296, 0.091, -0.996], [-5.462, -0.485, -0.527], [-5.445, -1.231, 0.655], [-4.260, -1.385, 1.349], [-3.075, -0.804, 0.880], [-1.585, -0.942, 1.791], [-4.300, 0.672, -1.910], [-6.385, -0.356, -1.079], [-6.354, -1.689, 1.026], [-4.234, -1.960, 2.268], [3.077, -1.117, 2.934], [1.848, -0.228, 3.130], [2.289, 1.190, 3.472], [0.945, -0.783, 4.224], [1.096, -0.236, 1.873], [3.754, -1.010, 3.785], [3.610, -0.836, 2.023], [2.795, -2.167, 2.849], [2.929, 1.164, 4.358], [1.431, 1.829, 3.683], [2.858, 1.632, 2.654], [1.507, -0.860, 5.160], [0.570, -1.774, 3.959], [0.083, -0.132, 4.383], [0.992, -6.392, -2.033], [0.776, -4.643, -1.304], [0.265, -3.631, -2.092], [0.111, -2.358, -1.546], [0.462, -2.058, -0.219], [0.959, -3.127, 0.535], [1.123, -4.405, 0.014], [-0.014, -3.825, -3.120], [-0.296, -1.579, -2.178], [1.219, -2.971, 1.574], [1.511, -5.207, 0.629]],
  "mulliken_charge": [-0.4176, -0.4677, 0.5909, -0.7120, -0.6233, -0.7592, -0.2984, -0.2106, 1.6674, 0.0238, 0.0573, -0.7597, -0.4749, -0.7773, -0.4775, 0.3478, -0.1590, -0.8690, -0.4480, -0.7765, -0.5780, 0.4212, 0.3462, 0.3839, 0.3725, 0.4897, 0.3948, 0.3731, 0.3995, 0.3252, 0.4749, 0.3957, 0.3654, 0.4160, 0.1967, -0.2078, 0.1998, -0.7134, -0.5118, -0.5725, -0.6833, 0.5358, -0.3789, 0.4155, 0.3403, 0.3505, 0.4166, -1.5105, 1.3773, -1.4108, -1.7785, 0.4008, 0.4647, 0.2534, 0.3512, 0.5536, 0.2359, 0.2333, 0.4480, 0.2838, 0.3118, -0.2623, 0.1435, -0.7566, 0.1747, 0.6792, -0.0962, -0.7162, 0.4030, 0.3685, 0.0136, 0.4113],
  "charge": -1,
  "relative_energy_kj_mol": 0.00,
  "e_homo_ev": -4.6,
  "e_tot_ev": -226329.1970,
  "orbital_gap_ev": 7.152
}

=====

Record 3
{
  "formula": "C34H31AuBF4N3PS",
  "method": "ωB97M-V/def2-TZVPD",
  "species": ["Au", "C", "C", "C", "C", "C", "C", "C", "P", "C", "C", "C", "C", "C", "C", "C", "C", "C", "C", "C", "C", "C", "C", "H", "H", "H", "H", "H", "H", "H", "H", "H", "H", "H", "H", "H", "H", "H", "H", "H", "H", "H", "H", "F", "B", "F", "F", "F", "N", "C", "C", "C", "C", "C", "C", "H", "H", "H", "H", "H", "N", "C", "N", "C", "C", "C", "C", "C", "C", "S", "H", "H", "H", "H", "H", "H"],
  "coordinates": [[0.023, -1.039, -0.598], [1.253, -2.098, 2.670], [0.994, -0.849, 3.459], [1.693, -0.638, 4.644], [1.498, 0.501, 5.409], [0.585, 1.461, 5.004], [-0.120, 1.275, 3.826], [0.081, 0.136, 3.048], [-0.825, -0.058, 1.489], [-1.773, 1.472, 1.250], [-1.081, 2.422, 0.500], [-1.651, 3.632, 0.150], [-2.947, 3.897, 0.554], [-3.635, 2.972, 1.322], [-3.072, 1.754, 1.697], [-3.896, 0.835, 2.555], [-1.950, -1.468, 1.779], [-2.265, -1.975, 3.030], [-3.001, -3.149, 3.139], [-3.401, -3.814, 1.989], [-3.071, -3.319, 0.734], [-2.342, -2.143, 0.608], [-1.938, -1.576, -0.713], [1.638, -2.881, 3.325], [1.994, -1.925, 1.889], [0.360, -2.491, 2.183], [2.402, -1.390, 4.969], [2.061, 0.637, 6.324], [0.420, 2.352, 5.596], [-0.821, 2.028, 3.490], [-0.085, 2.188, 0.144], [-1.112, 4.317, -0.487], [-3.436, 4.813, 0.248], [-4.649, 3.189, 1.636], [-4.787, 1.360, 2.898], [-3.351, 0.493, 3.436], [-4.219, -0.058, 2.017], [-1.922, -1.462, 3.922], [-3.245, -3.545, 4.116], [-3.960, -4.738, 2.066], [-3.368, -3.856, -0.157], [-2.454, -0.633, -0.914], [-2.098, -2.256, -1.544], [-1.333, 1.373, -2.185], [-1.831, 2.505, -2.893], [-0.957, 3.592, -2.630], [-1.860, 2.235, -4.255], [-3.108, 2.818, -2.411], [0.609, -2.484, -1.851], [1.096, -2.064, -3.047], [0.749, -0.873, -3.729], [1.371, -0.518, -4.911], [2.350, -1.320, -5.494], [2.676, -2.513, -4.859], [2.072, -2.886, -3.672], [-0.017, -0.224, -3.320], [1.069, 0.410, -5.383], [2.828, -1.030, -6.420], [3.423, -3.175, -5.289], [2.330, -3.832, -3.208], [2.972, -2.442, -0.375], [3.148, -1.160, -0.799], [2.184, -0.281, -0.829], [2.613, 0.904, -1.429], [1.799, 1.977, -1.767], [2.370, 3.079, -2.378], [3.739, 3.123, -2.648], [4.553, 2.047, -2.343], [3.972, 0.937, -1.747], [4.695, -0.600, -1.364], [2.037, -2.771, -0.746], [3.715, -3.059, -0.672], [0.728, 1.921, -1.643], [1.717, 3.888, -2.677], [4.159, 3.992, -3.137], [5.606, 2.059, -2.591]],
  "mulliken_charge": [1.1489, -1.4027, 1.0488, -0.7104, -0.6900, -0.8233, -0.9673, 0.4968, 1.0920, 0.6275, -0.8557, -0.5967, -0.8230, -0.8906, 1.1156, -1.0925, -0.0658, -0.1693, -0.8134, -0.6429, -0.8159, 0.9188, -2.1932, 0.5217, 0.2194, 0.1444, 0.4435, 0.3672, 0.4439, 0.4711, 0.4184, 0.4411, 0.3758, 0.3499, 0.4899, 0.1956, 0.1714, 0.4171, 0.4065, 0.3607, 0.4457, 0.4654, 0.6063, 0.3539, 0.0780, -0.3747, -0.3928, -0.3525, -1.3297, 0.5310, -0.5049, -0.5558, -0.6720, -0.3947, -0.3791, 0.6122, 0.4553, 0.3745, 0.3534, 0.3954, -0.3540, 0.1092, 0.5832, -1.2017, 1.3756, -1.0087, -0.6196, -0.4717, 0.6229, -0.3710, 0.3503, 0.3228, -0.4344, 0.5013, 0.3719, 0.3756],
  "charge": -1,
  "relative_energy_kj_mol": 5.12,
  "e_homo_ev": [-3.6, -3.6],
  "e_tot_ev": -75602.7353,
  "orbital_gap_ev": [5.880, 5.881]
}